Entry 1:
# C39H56AsClF5N3O2P3SSi2Ti

A molecular structure, C39H56AsClF5N3O2P3SSi2Ti (ωB97M-V/def2-TZVPD, the Open Molecules 2025 dataset).

```
114
Properties=species:S:1:pos:R:3:forces:R:3:mulliken_spin:R:1
Ti 13.00436 13.77896 12.51547 -1.35 2.37 -0.56 0.178
C 10.48169 13.02006 15.57958 0.42 0.44 -0.63 0.006
Si 11.74106 11.72133 14.79956 -1.07 0.40 0.17 -0.005
C 11.01212 9.95788 14.91460 0.87 1.12 2.01 0.000
C 13.33540 11.85517 15.82063 0.72 0.23 0.50 0.022
N 12.02977 12.02000 13.17415 0.22 -0.17 -0.58 0.009
P 11.37961 11.76250 11.71910 0.75 4.55 -0.56 -0.037
C 11.87668 13.26291 10.86390 -1.54 -1.66 0.47 0.029
P 10.95928 14.15991 9.66608 0.86 0.72 1.26 0.025
N 10.09133 15.37765 10.08977 -0.97 0.40 0.38 -0.002
Si 9.02772 16.55030 10.70189 0.02 -0.40 -0.73 0.005
C 8.57865 16.45950 12.55718 -0.28 -1.47 -0.30 0.002
C 9.74101 18.27165 10.37622 -1.16 1.00 -0.65 0.000
C 7.25845 16.60850 9.81969 0.75 0.18 0.37 0.000
C 12.28687 14.80992 8.55612 -0.14 -0.17 -0.23 0.001
C 12.24759 16.12104 8.07928 -0.39 -0.49 -0.09 0.001
C 13.37134 16.60118 7.43797 -0.15 1.45 -0.94 0.000
C 14.47594 15.84989 7.13880 1.35 -0.88 0.68 -0.001
C 14.49278 14.52639 7.57566 0.45 -0.49 -0.02 -0.001
C 13.41565 14.02086 8.26328 -1.18 -0.32 0.28 0.000
C 9.94977 13.05996 8.62979 2.75 0.15 0.01 0.000
C 8.63704 12.96427 8.92570 -1.02 -0.22 -0.35 -0.001
C 7.80402 12.26519 8.07980 -0.65 -0.39 0.98 -0.001
C 8.32335 11.67691 6.97413 -0.54 -1.32 -1.77 0.001
C 9.67304 11.68774 6.73924 1.60 -0.33 -0.71 0.000
C 10.54717 12.34525 7.58184 -1.34 0.33 0.25 0.000
C 12.12143 10.38013 10.94921 -0.34 -2.09 -0.37 0.005
C 11.70519 9.06630 11.26058 0.90 -0.11 -0.18 0.000
C 12.15179 8.00981 10.47939 0.11 -1.17 -0.54 0.000
C 13.04298 8.24773 9.40619 -0.25 1.54 1.08 0.000
C 13.50988 9.54479 9.13950 -0.45 -0.73 -0.32 0.000
C 13.00342 10.58215 9.90483 0.32 0.60 -0.72 0.001
C 9.62559 11.41556 11.88639 -1.91 -0.24 0.59 0.011
C 8.81650 12.27680 12.68776 0.89 -0.32 -0.42 -0.001
C 7.49326 11.92673 13.00691 1.20 0.82 -0.25 -0.001
C 6.95114 10.70014 12.64485 -0.19 -0.26 -0.23 0.000
C 7.75714 9.82774 11.91943 0.40 0.11 -1.04 0.000
C 8.99250 10.25479 11.41230 0.46 -0.23 0.12 0.000
H 10.88120 13.33170 16.56399 -0.29 -0.02 -0.36 -0.001
H 9.46506 12.62950 15.71950 0.24 -0.17 0.07 0.000
H 10.34600 13.96420 14.94448 0.58 -1.29 0.78 -0.006
H 10.86590 9.80055 16.00166 -0.02 -0.24 -0.32 0.000
H 11.70688 9.21310 14.56916 0.23 -0.38 -0.33 0.000
H 10.05198 9.88309 14.47050 -0.87 -0.10 -0.71 0.000
H 13.20170 11.26273 16.73517 -0.03 -0.08 -0.03 0.001
H 13.54155 12.87885 16.20699 -0.33 -0.38 -0.47 -0.006
H 14.29896 11.51151 15.37443 -0.86 0.07 -0.05 0.003
H 9.30635 15.89714 13.21183 -0.78 0.70 -0.65 -0.001
H 7.55598 15.99988 12.59280 0.83 -0.07 0.19 0.000
H 8.40459 17.46111 12.90080 0.27 0.63 0.42 0.000
H 10.74891 18.33019 10.73220 0.87 -0.14 -0.09 0.000
H 9.25143 19.12415 10.92464 0.02 -0.85 -0.47 0.000
H 9.67658 18.52619 9.27088 0.29 -0.30 1.16 0.000
H 6.71247 17.38350 10.38145 -0.10 -0.29 0.06 0.000
H 6.69147 15.64680 9.86796 0.40 0.76 -0.27 0.000
H 7.33770 17.04120 8.79761 -0.04 -0.72 0.40 0.000
H 11.35143 16.76868 8.10790 0.61 -0.61 0.60 0.000
H 13.34962 17.63234 7.10247 0.02 0.09 -0.01 0.000
H 15.41777 16.23834 6.72070 -0.79 0.15 -0.04 0.000
H 15.36259 13.86762 7.45821 -0.24 0.40 -0.26 0.000
H 13.35352 12.96061 8.55713 0.45 0.87 -0.03 -0.003
H 8.27525 13.44272 9.79970 -0.40 0.47 0.63 0.000
H 6.80232 12.03081 8.38236 -0.59 0.35 -0.08 0.000
H 7.72236 11.10755 6.24001 0.04 0.42 0.69 0.000
H 10.08774 11.15387 5.88417 -0.21 0.05 0.05 0.000
H 11.61022 12.35484 7.42071 0.12 0.05 -0.10 0.000
H 11.08020 8.84940 12.12206 -0.03 0.22 -0.19 0.000
H 11.76760 6.95516 10.66339 0.64 1.48 -0.18 0.000
H 13.41468 7.48761 8.79275 0.22 -1.37 -0.72 0.000
H 14.14161 9.76931 8.24664 -0.45 -0.34 0.97 0.000
H 13.24739 11.60025 9.60215 -0.13 -0.27 0.58 0.004
H 9.27053 13.24441 13.00978 -0.59 -0.87 -0.16 0.000
H 6.98336 12.70553 13.54242 -0.69 -0.09 0.19 0.000
H 5.88692 10.45514 12.79252 0.71 0.09 0.39 0.000
H 7.48009 8.81132 11.62902 -0.50 0.45 0.05 0.000
H 9.48874 9.65099 10.63126 -0.31 0.20 0.78 0.000
O 12.56486 15.88741 14.57158 -0.21 1.74 1.35 0.312
N 12.66105 15.09110 13.70294 0.07 -2.61 -0.82 0.415
Cl 14.12750 15.71776 11.31146 0.51 -0.20 -0.23 0.012
C 16.98527 13.16484 11.24500 0.20 -0.53 0.35 -0.002
P 16.23128 13.14831 12.88901 -2.20 0.79 -1.77 0.009
C 16.99874 11.82404 13.78201 2.04 -0.48 -0.23 0.000
C 16.67869 14.68974 13.70600 -0.27 -0.25 0.40 0.002
O 14.69918 12.89259 12.66420 4.19 -0.56 1.25 0.018
H 16.43563 13.85329 10.59513 0.01 -0.19 0.09 0.001
H 16.92567 12.12214 10.94123 -0.51 -0.10 -0.52 0.000
H 18.06298 13.33233 11.22763 -0.04 0.52 0.31 0.000
H 18.05408 11.61426 13.43124 -1.01 0.59 0.10 0.000
H 16.48775 10.90603 13.59725 -0.68 -0.60 0.08 0.000
H 17.10622 12.03117 14.83396 -0.39 0.00 0.43 0.000
H 17.47837 15.16635 13.17598 0.50 0.14 -0.56 0.000
H 17.06658 14.47750 14.70592 -0.45 0.17 0.09 0.000
H 15.84015 15.38763 13.66588 -0.17 -0.16 0.24 0.001
C 14.35202 20.84562 10.88085 0.31 0.59 -0.09 0.000
As 13.76806 20.71789 12.75185 -0.89 -0.07 0.76 0.000
C 13.97160 22.59964 13.25047 0.31 -0.34 -0.96 0.000
C 14.96242 19.80770 14.07204 0.30 -1.28 0.07 0.001
S 11.75860 20.09048 13.01559 1.10 0.35 -0.24 0.000
H 15.41028 21.13056 10.70807 -0.53 -0.09 0.49 0.000
H 13.70327 21.64131 10.42625 0.43 -0.91 0.45 0.000
H 14.19949 19.88424 10.41810 -0.29 -0.25 -0.26 0.000
H 15.02368 22.84945 13.08287 -0.13 0.23 0.17 0.000
H 13.68046 22.72252 14.26964 -0.09 0.10 0.71 0.000
H 13.32240 23.21497 12.61044 0.23 -0.32 0.16 0.000
H 16.03738 19.97126 13.98540 -0.01 0.42 -0.47 0.000
H 14.87484 18.67446 14.13262 -0.51 1.45 -0.48 -0.001
H 14.69096 20.20010 15.05812 -0.31 0.03 -0.27 0.000
F 13.65830 15.59089 18.54808 -0.38 1.82 -1.06 0.053
C 13.85617 16.77080 17.83192 2.49 -3.63 -0.09 0.795
F 14.37936 16.41573 16.63566 -1.06 0.76 1.17 0.070
C 14.91824 17.58411 18.61133 -1.22 -0.82 -0.62 0.056
F 15.05378 18.70350 17.90685 0.48 0.61 0.82 0.000
F 16.12506 16.99555 18.74576 -0.60 0.26 -0.36 0.017
F 14.42385 17.73202 19.83897 0.35 0.97 0.11 0.001
```
Positions in Å, forces in eV/Å.

The net charge is -1. The multiplicity is 3.


Entry 2:
# C3H3FN2OS

C3H3FN2OS in the gas phase (ωB97M-V/def2-TZVPD, the Open Molecules 2025 dataset).

```
11
Properties=species:S:1:pos:R:3:forces:R:3:nbo_charge:R:1
O 1.26261 1.78247 -0.16669 0.08 -1.38 0.55 -0.549
N 0.15574 0.93188 -0.02088 0.68 4.72 0.71 0.105
N -1.16190 1.49816 -0.04840 1.27 2.46 1.40 -0.371
C -1.96489 0.38462 0.08264 -0.23 2.12 0.41 -0.112
C -1.13827 -0.63839 0.04304 0.38 -2.20 0.48 0.286
F -1.46248 -1.84681 -0.17072 -1.61 -3.68 -0.04 -0.277
C 0.24091 -0.37272 0.12840 1.37 2.13 -1.21 0.006
S 1.84801 -0.93684 0.06296 -0.55 -1.09 0.27 -0.267
H 2.13140 1.10080 -0.00373 -2.89 0.77 -0.42 0.498
H -1.41912 2.48064 0.49107 1.59 -3.51 -1.63 0.438
H -3.00240 0.51818 0.33585 -0.10 -0.35 -0.53 0.243
```
Positions in Å, forces in eV/Å.

Its SMILES is On1[nH]cc(F)c1=S. The net charge is 0.


Entry 3:
# C5H6N2O

A molecular structure, C5H6N2O (ωB97M-V/def2-TZVPD, the Open Molecules 2025 dataset).

```
14
Properties=species:S:1:pos:R:3:forces:R:3:nbo_charge:R:1
C -2.35505 0.49291 -0.19301 -0.07 0.06 0.01 -0.659
C 0.98598 -0.67021 0.37073 -0.59 -0.05 0.86 0.570
C -0.99497 -0.04564 0.06931 0.52 -0.66 -0.26 0.231
C 0.10108 0.47879 0.67296 0.24 -0.09 0.08 -0.517
C 2.30558 -0.58557 -0.29215 0.58 0.05 0.15 0.021
O 0.47960 -1.82630 0.63799 0.62 1.07 -0.86 -0.374
N -0.67544 -1.30837 -0.43954 -1.18 -0.08 0.16 -0.291
N 2.90594 0.49924 -0.55557 -0.27 -0.20 0.03 -0.478
H 2.33090 1.30729 -0.29792 -0.06 -0.07 0.01 0.342
H 0.24979 1.32402 1.32238 0.06 0.03 -0.06 0.238
H 2.78720 -1.53785 -0.50461 -0.04 0.01 -0.07 0.199
H -2.50953 0.63801 -1.26408 0.02 -0.02 0.05 0.243
H -3.11064 -0.21291 0.15972 0.11 -0.03 -0.05 0.245
H -2.50044 1.44659 0.31378 0.08 -0.01 -0.06 0.230
```
Positions in Å, forces in eV/Å.

The net charge is 0.


Entry 4:
# CBrF2NO2

2 unconnected molecules or ions with the total composition CBrF2NO2 (ωB97M-V/def2-TZVPD, the Open Molecules 2025 dataset).

```
7
Properties=species:S:1:pos:R:3:forces:R:3:nbo_charge:R:1
C 0.01878 0.08699 0.05127 -0.89 -0.21 0.83 0.854
N 0.91375 -0.89815 0.53266 0.65 1.29 -1.13 0.379
O 1.93218 -1.14293 -0.16536 -1.70 0.15 1.20 -0.381
O 0.58129 -1.31446 1.63783 0.71 -0.60 -0.47 -0.351
F -1.03816 0.33623 0.77332 0.46 -0.11 -0.28 -0.252
F 0.10650 0.86586 -0.97462 0.86 -0.57 -0.10 -0.246
Br -2.51435 2.06646 -1.85509 -0.10 0.05 -0.05 -0.004
```
Positions in Å, forces in eV/Å.

The net charge is 0.


Record order is preserved below.
Energy relative to the best compared isomer or geometry (same formula, charge and spin): 5.6, 101.5, 127.8, 73.0 kcal/mol